No. 1
DFT (ωB97M-V/def2-TZVPD) results for a molecular structure, C46H37As2CrN14.

```
! wB97M-V def2-TZVPD RIJCOSX def2/J DEFGRID3
* xyz -1 5
Cr -17.7247 -17.0630 3.3995
C -20.5366 -14.5531 5.6765
C -21.1716 -13.7989 4.6853
C -20.8448 -13.9571 3.3708
C -19.7901 -14.8045 2.9866
N -19.0755 -15.4572 3.9653
C -19.4477 -15.3155 5.2874
N -19.4667 -14.7997 1.6342
C -18.2527 -15.0896 1.2446
N -17.3178 -15.8790 1.9011
C -16.0533 -15.6813 1.2510
N -14.7078 -17.6900 1.7810
C -15.2620 -18.7463 2.3633
C -14.4564 -19.8942 2.4711
C -14.9851 -21.0651 2.9430
C -16.3410 -21.0942 3.3100
C -17.0724 -19.9254 3.2109
N -16.5569 -18.7502 2.8679
C -16.3110 -14.5448 0.2414
C -15.2935 -13.6737 -0.3310
C -15.7669 -13.2703 -1.6931
C -17.1119 -13.2408 -1.9476
C -18.1175 -13.6924 -1.0156
C -17.6201 -14.4442 0.0396
H -20.7267 -14.4478 6.7615
H -21.8111 -12.9562 5.0259
H -21.3428 -13.3697 2.6044
H -18.9335 -15.9858 5.9780
H -13.4474 -19.8064 2.1117
H -14.5152 -22.0490 2.9319
H -16.7482 -21.9882 3.6721
H -18.0876 -19.9010 3.5618
H -15.3185 -12.7772 0.3367
H -15.0332 -13.0019 -2.4824
H -17.5230 -12.9213 -2.9163
H -19.1479 -13.4670 -1.2054
N -20.2781 -19.0257 4.3877
C -19.4020 -18.6505 5.3568
N -19.5119 -18.8721 6.6293
N -18.4771 -18.1632 7.1683
N -17.7605 -17.6283 6.2666
N -18.3034 -17.9101 5.1054
C -20.2318 -18.7362 3.0262
N -21.0657 -19.1806 2.1147
N -20.4898 -18.7528 0.9584
N -19.4737 -18.0239 1.2089
N -19.2796 -18.0005 2.5313
H -21.1121 -19.4536 4.7932
C -15.0060 -14.3273 5.2482
C -16.1468 -13.7979 6.1294
As -17.3847 -12.6255 5.1744
C -16.1418 -11.2214 4.7015
C -15.3433 -10.5681 5.6150
C -14.4278 -9.7084 5.0746
C -14.3193 -9.4625 3.7198
C -15.0373 -10.2372 2.7813
C -15.9582 -11.1045 3.3520
C -18.3210 -11.9266 6.6895
C -18.2333 -12.5575 7.9483
C -18.9194 -12.0506 9.0315
C -19.8193 -10.9951 8.9155
C -20.0333 -10.4339 7.6766
C -19.2706 -10.8772 6.5766
As -15.4283 -15.8062 3.9848
C -14.0900 -17.0201 4.7068
C -14.5188 -17.5534 5.9629
C -13.6097 -18.3463 6.6284
C -12.3609 -18.6059 6.0433
C -12.0072 -18.1255 4.8096
C -12.9116 -17.3830 4.1199
C -14.9371 -15.1389 2.1884
C -13.8977 -14.6510 1.5132
C -13.9690 -14.4466 0.0043
C -13.8552 -15.7977 -0.7004
C -14.5602 -16.8672 -0.3935
C -15.5303 -16.9781 0.7397
H -14.3335 -14.8436 5.9479
H -14.5135 -13.5324 4.7706
H -15.7518 -13.3563 7.0164
H -16.8205 -14.6177 6.3314
H -15.4773 -10.5812 6.6669
H -13.8140 -9.0463 5.6819
H -13.7147 -8.5722 3.3522
H -14.9246 -10.0018 1.6929
H -16.5865 -11.6404 2.6936
H -17.6067 -13.4524 7.9957
H -18.7716 -12.4449 10.0176
H -20.4348 -10.6556 9.7496
H -20.7213 -9.6335 7.5054
H -19.5012 -10.4548 5.5880
H -15.5206 -17.3541 6.3161
H -13.7763 -18.8091 7.5358
H -11.5845 -19.1524 6.5241
H -11.0593 -18.4272 4.3630
H -12.7336 -17.0351 3.1114
H -13.0111 -14.2945 2.0604
H -13.0317 -13.9215 -0.3299
H -13.1492 -15.8219 -1.4984
H -14.2928 -17.8044 -0.9276
H -16.3125 -17.6015 0.3072
*
```

Lowest unoccupied orbital energy (spin up / spin down)   2.3 / 1.7 eV
Frontier orbital gap (spin up / spin down)   0.2462 / 0.2259 Eh
E_tot   -8057.66311 a.u.
Maximum force   3.1 eV/Å


No. 2
DFT (ωB97M-V/def2-TZVPD) results for a molecular structure, C46H38BrCl5F3N6O4PSc.

```
! wB97M-V def2-TZVPD RIJCOSX def2/J DEFGRID3
* xyz 1 1
Sc 0.3675 0.3932 -0.2108
Cl 0.9439 -1.2149 2.0527
C 2.1474 0.0916 2.1248
C 1.9921 1.0965 1.1954
C 2.8789 2.1526 1.3183
Cl 2.7470 3.5039 0.2265
C 3.8952 2.1755 2.2759
Cl 4.9769 3.5003 2.3856
C 4.0403 1.0936 3.1513
Cl 5.2999 1.0759 4.3099
C 3.1444 0.0245 3.0868
Cl 3.2765 -1.3151 4.1475
C -2.3894 -2.0154 1.0777
O -1.8986 -0.6670 1.0349
C -2.5999 0.2400 1.7940
C -3.8839 0.0759 2.2763
C -4.4448 1.1108 3.0224
Br -6.1948 0.8928 3.6873
C -3.7640 2.2852 3.2723
C -2.4755 2.4546 2.7654
C -1.9109 1.4145 2.0510
O -0.6380 1.4578 1.5380
C -1.7135 3.6870 3.0216
N -1.7978 4.3967 4.0987
C -0.8845 5.4360 3.9218
C -0.5674 6.4929 4.7728
C 0.3774 7.3992 4.3381
C 1.0037 7.2654 3.0879
C 0.7086 6.2168 2.2384
C -0.2445 5.3118 2.6889
N -0.7540 4.1445 2.1222
H -2.5725 -2.3052 2.1127
H -1.6177 -2.6427 0.6487
H -3.3020 -2.1094 0.4875
H -4.4516 -0.8225 2.0873
H -4.2078 3.0808 3.8533
H -0.1027 2.1697 1.9310
H -1.0519 6.5918 5.7344
H 0.6459 8.2347 4.9702
H 1.7371 8.0008 2.7853
H 1.1977 6.1072 1.2797
H -0.8002 3.9842 1.1249
F 0.6022 4.7029 -1.8316
C 0.7945 3.6150 -2.5717
F -0.1176 3.6102 -3.5555
F 2.0031 3.6578 -3.1101
C 0.6027 2.3415 -1.7247
O 1.3437 1.3463 -1.8819
O -0.3374 2.3013 -0.8893
C 0.9255 -0.7451 -6.4703
C 0.6231 -1.9666 -5.8900
C -0.0404 -2.0152 -4.6712
C -0.4011 -0.8375 -4.0241
C -0.1061 0.3875 -4.6202
C 0.5529 0.4343 -5.8368
P -1.1629 -0.8406 -2.3689
C -2.6616 0.1654 -2.6172
C -3.3349 0.1644 -3.8413
C -4.4919 0.9085 -4.0061
C -4.9905 1.6648 -2.9530
C -4.3267 1.6795 -1.7361
C -3.1669 0.9359 -1.5734
C -1.7479 -2.5546 -2.1713
C -3.0312 -2.9451 -2.5453
C -3.4287 -4.2678 -2.4039
C -2.5480 -5.2139 -1.9000
C -1.2657 -4.8353 -1.5250
C -0.8752 -3.5117 -1.6551
H 1.4432 -0.7090 -7.4196
H 0.9039 -2.8880 -6.3824
H -0.2714 -2.9773 -4.2311
H -0.4130 1.3125 -4.1500
H 0.7729 1.3908 -6.2924
H -2.9497 -0.4145 -4.6715
H -5.0037 0.9000 -4.9591
H -5.8926 2.2472 -3.0855
H -4.7032 2.2749 -0.9144
H -2.6579 0.9732 -0.6208
H -3.7299 -2.2180 -2.9373
H -4.4302 -4.5590 -2.6917
H -2.8604 -6.2446 -1.7974
H -0.5752 -5.5667 -1.1260
H 0.1202 -3.2248 -1.3329
C 2.2802 -1.4651 -2.3629
N 3.4122 -2.1411 -2.9631
C 4.5715 -1.2481 -2.8964
N 4.8863 -0.8919 -1.5134
C 3.7441 -0.2255 -0.9167
N 2.5040 -1.0788 -0.9331
C 2.8654 -2.3350 -0.2053
N 4.0007 -3.0231 -0.7895
C 3.7008 -3.3449 -2.1849
C 5.1546 -2.1190 -0.7642
H 1.4218 -2.1351 -2.4022
H 2.0554 -0.5659 -2.9321
H 4.3565 -0.3400 -3.4624
H 5.4329 -1.7457 -3.3431
H 3.5340 0.6995 -1.4503
H 3.9860 0.0020 0.1200
H 2.0002 -3.0018 -0.2051
H 3.1109 -2.0808 0.8250
H 2.8346 -4.0105 -2.2209
H 4.5544 -3.8622 -2.6238
H 6.0148 -2.6275 -1.2005
H 5.3862 -1.8645 0.2721
*
```

Lowest unoccupied orbital energy   -2.9 eV
Frontier orbital gap   0.2833 Eh
Energy above the lowest of the compared OMol25 structures with the same formula, charge and spin   12.8 kcal per mole
E_tot   -8681.85009 a.u.
Maximum force   0.9 eV/Å


No. 3
DFT (ωB97M-V/def2-TZVPD) results for a molecular structure, C46H38BrCuN3O4Te.

```
! wB97M-V def2-TZVPD RIJCOSX def2/J DEFGRID3
* xyz -2 2
Cu -0.8202 1.4164 -0.6215
Br 4.7907 -2.9935 0.9691
C 3.4257 -1.5766 0.9580
C 3.9211 -0.4815 0.0973
C 3.1265 0.4671 -0.4052
C 1.6650 0.6171 -0.2229
O 1.0952 1.5171 -0.9394
C 1.1896 0.3116 1.1448
C 0.4054 1.1949 1.8324
N -0.1193 2.2534 1.2236
C -0.6667 3.3732 1.6663
C -0.7773 3.8578 2.9775
C -1.3879 5.0760 3.2323
C -1.8978 5.8732 2.2277
C -1.7992 5.4532 0.8892
C -2.2963 6.1801 -0.2117
C -2.1215 5.6987 -1.4860
C -1.4672 4.4753 -1.6603
N -1.0081 3.7726 -0.6511
C -1.1673 4.2141 0.5990
C 1.5721 -0.9823 1.7635
H 4.9849 -0.4506 -0.0909
H 3.5676 1.2680 -0.9862
H 0.2010 0.9798 2.8946
H -0.4178 3.2530 3.8011
H -1.4712 5.4136 4.2624
H -2.3850 6.8160 2.4538
H -2.8164 7.1161 -0.0337
H -2.4819 6.2508 -2.3464
H -1.3098 4.0612 -2.6489
H 0.7899 -1.3240 2.4464
O -3.1729 2.3974 1.0432
C -3.4446 1.9757 -0.0755
O -2.6590 1.6013 -0.9922
C -4.9140 1.8750 -0.4514
C -5.3242 1.0974 -1.5264
C -6.6687 1.0025 -1.8327
C -7.6060 1.6842 -1.0748
C -7.1988 2.4520 0.0051
C -5.8562 2.5443 0.3156
H -4.5718 0.5733 -2.0971
H -6.9932 0.3938 -2.6674
H -8.6584 1.6146 -1.3213
H -7.9366 2.9741 0.6008
H -5.5058 3.1265 1.1567
C 6.6713 -4.2005 -4.1474
C 5.4294 -3.6177 -3.5349
C 4.5119 -4.4197 -2.8789
C 3.4032 -3.8741 -2.2454
C 2.4478 -4.8261 -1.5839
C 3.1460 -2.4944 -2.2486
Te 1.1287 -1.5647 -1.2403
N -0.7489 -0.5956 -0.5604
C -1.4677 -1.5153 -0.0004
O -1.0334 -2.6913 0.1453
C -2.8532 -1.2185 0.5003
C -3.9497 -1.7699 -0.1530
C -5.2299 -1.5809 0.3387
C -5.4268 -0.8370 1.4911
C -4.3394 -0.2792 2.1421
C -3.0578 -0.4722 1.6539
C 1.9730 -2.0285 0.7001
C 1.6235 -3.3918 1.1641
C 1.9467 -3.9384 2.3418
C 2.6991 -3.3248 3.4093
C 3.1589 -2.0698 3.4384
C 3.0095 -1.0505 2.3651
C 3.6247 0.2692 2.8205
C 4.0160 -1.7215 -3.0304
C 3.7316 -0.2748 -3.3317
C 5.1510 -2.2660 -3.6235
H 6.5511 -5.2656 -4.3364
H 7.5185 -4.0768 -3.4715
H 6.9162 -3.7072 -5.0874
H 4.6680 -5.4929 -2.8567
H 2.4205 -5.7771 -2.1192
H 1.4481 -4.3860 -1.5722
H 2.7610 -5.0340 -0.5605
H -3.7901 -2.3465 -1.0545
H -6.0799 -2.0184 -0.1735
H -6.4285 -0.6977 1.8848
H -4.4885 0.3196 3.0313
H -2.2115 -0.0256 2.1561
H 0.9700 -3.9518 0.5132
H 1.5991 -4.9455 2.5396
H 2.8964 -3.9600 4.2665
H 3.7255 -1.7497 4.3060
H 3.1836 0.5706 3.7719
H 3.4388 1.0641 2.1013
H 4.7023 0.1608 2.9532
H 2.7646 0.0226 -2.9316
H 3.7233 -0.1210 -4.4127
H 4.5049 0.3736 -2.9187
H 5.8235 -1.6199 -4.1827
*
```

Lowest unoccupied orbital energy (spin up / spin down)   4.2 / 4.2 eV
Frontier orbital gap (spin up / spin down)   0.1966 / 0.1962 Eh
Energy above the lowest of the compared OMol25 structures with the same formula, charge and spin   50.0 kcal per mole
E_tot   -6723.38707 a.u.
Maximum force   1.3 eV/Å


No. 4
DFT (ωB97M-V/def2-TZVPD) results for a molecular structure, C46H38Ge2NO6Sc.

```
! wB97M-V def2-TZVPD RIJCOSX def2/J DEFGRID3
* xyz 1 2
Sc 0.5599 -1.7127 0.1023
O 1.9269 -1.3127 1.4661
C 1.3272 -1.0097 2.6001
C 0.3098 -0.0249 2.7258
C -0.2037 0.2780 4.0076
C -1.1643 1.2433 4.1521
C -1.6919 1.9545 3.0805
C -1.2143 1.6603 1.8141
C -0.2323 0.7053 1.6387
O 0.2015 0.4187 0.3513
N -1.6588 1.5423 5.5113
O -2.4878 2.4197 5.6189
O -1.1970 0.8992 6.4301
H 1.6848 -1.5097 3.4978
H 0.1657 -0.2371 4.8834
H -2.4511 2.7026 3.2469
H -1.5976 2.1841 0.9488
O -1.5427 -1.7102 -0.0176
C -1.4356 -1.6907 -1.2840
O -0.2787 -1.4994 -1.7948
C -2.5826 -2.0788 -2.1543
C -2.8314 -3.5810 -1.9246
Ge -1.2573 -4.7750 -1.9378
C -1.8636 -6.5820 -1.5450
C -3.0990 -7.0330 -2.0077
C -3.5146 -8.3350 -1.7681
C -2.6951 -9.2058 -1.0640
C -1.4611 -8.7719 -0.6004
C -1.0501 -7.4683 -0.8400
C -0.0064 -4.3645 -0.4413
C 1.3712 -4.2308 -0.6702
C 2.2841 -4.1996 0.3856
C 1.8319 -4.2852 1.6956
C 0.4673 -4.3618 1.9481
C -0.4390 -4.4037 0.8904
C -0.2384 -4.7544 -3.6032
C 0.0618 -5.9743 -4.2099
C 0.7897 -6.0216 -5.3913
C 1.2262 -4.8467 -5.9851
C 0.9330 -3.6251 -5.3938
C 0.2077 -3.5781 -4.2117
H -2.3248 -1.8633 -3.1895
H -3.4656 -1.5024 -1.8753
H -3.5119 -3.9501 -2.6932
H -3.3327 -3.7244 -0.9658
H -3.7525 -6.3706 -2.5643
H -4.4774 -8.6695 -2.1314
H -3.0173 -10.2216 -0.8774
H -0.8184 -9.4486 -0.0525
H -0.0826 -7.1459 -0.4692
H 1.7329 -4.1781 -1.6937
H 3.3403 -4.0810 0.1824
H 2.5371 -4.2554 2.5148
H 0.1028 -4.4008 2.9664
H -1.4978 -4.4720 1.1126
H -0.2811 -6.9011 -3.7634
H 1.0098 -6.9770 -5.8492
H 1.7899 -4.8814 -6.9081
H 1.2661 -2.7049 -5.8573
H -0.0014 -2.6148 -3.7632
C 1.2427 5.5375 1.9573
C 0.6914 5.5455 0.6840
C 0.7270 4.3965 -0.0933
C 1.3224 3.2375 0.3971
C 1.8777 3.2383 1.6780
C 1.8372 4.3838 2.4555
Ge 1.2861 1.6215 -0.6441
C 2.9480 0.6289 -0.7529
C 4.1137 1.1113 -0.1671
C 5.2782 0.3546 -0.1850
C 5.2930 -0.8945 -0.7878
C 4.1405 -1.3861 -1.3849
C 2.9793 -0.6266 -1.3680
C 0.3057 1.6109 -2.3128
C 0.9573 1.3857 -3.5213
C 0.2356 1.2829 -4.7030
C -1.1461 1.4050 -4.6834
C -1.8065 1.6404 -3.4827
C -1.0830 1.7413 -2.3051
H 1.2102 6.4321 2.5650
H 0.2318 6.4449 0.2965
H 0.2895 4.4078 -1.0857
H 2.3343 2.3393 2.0795
H 2.2653 4.3791 3.4491
H 4.1238 2.0868 0.3045
H 6.1780 0.7450 0.2717
H 6.2040 -1.4777 -0.8039
H 4.1509 -2.3485 -1.8821
H 2.1042 -1.0100 -1.8930
H 2.0368 1.2832 -3.5484
H 0.7526 1.1107 -5.6378
H -1.7095 1.3253 -5.6038
H -2.8833 1.7500 -3.4680
H -1.6126 1.9116 -1.3742
*
```

Lowest unoccupied orbital energy (spin up / spin down)   -2.9 / -3.2 eV
Frontier orbital gap (spin up / spin down)   0.2328 / 0.3086 Eh
Energy above the lowest of the compared OMol25 structures with the same formula, charge and spin   0.0 kcal per mole
E_tot   -7196.34131 a.u.
Maximum force   0.9 eV/Å


No. 5
DFT (ωB97M-V/def2-TZVPD) results for a molecular structure, C46H38IIrN3OP2.

```
! wB97M-V def2-TZVPD RIJCOSX def2/J DEFGRID3
* xyz 4 2
Ir -0.1093 -0.0074 -0.1652
N -0.0967 -0.2957 2.2795
C -1.2453 -0.9003 2.9179
C -1.4673 -0.7595 4.2795
C -2.5202 -1.4356 4.8797
C -3.3680 -2.2350 4.1221
C -3.1627 -2.3617 2.7584
C -2.1109 -1.6768 2.1532
P -1.9173 -1.6675 0.3626
C -2.4942 -3.2895 -0.1784
C -1.7469 -4.4197 0.1777
C -2.2349 -5.6827 -0.1005
C -3.4625 -5.8318 -0.7381
C -4.2033 -4.7116 -1.0970
C -3.7249 -3.4401 -0.8280
C -3.1295 -0.4851 -0.2689
C -3.8885 0.3305 0.5745
C -4.8174 1.1964 0.0235
C -4.9865 1.2638 -1.3567
C -4.2225 0.4613 -2.2008
C -3.2830 -0.3957 -1.6635
H 0.2163 0.5055 2.8256
H 0.6715 -0.9677 2.2843
H -0.8061 -0.1512 4.8853
H -2.6603 -1.3644 5.9498
H -4.1927 -2.7554 4.5891
H -3.8298 -2.9750 2.1672
H -0.7868 -4.3106 0.6690
H -1.6598 -6.5559 0.1745
H -3.8478 -6.8208 -0.9465
H -5.1678 -4.8251 -1.5728
H -4.3265 -2.5836 -1.0937
H -3.7810 0.2661 1.6495
H -5.4274 1.8086 0.6747
H -5.7189 1.9405 -1.7765
H -4.3623 0.5059 -3.2725
H -2.6753 -1.0170 -2.3141
I 0.2607 -0.5664 -2.8810
C 2.1888 -0.0973 -3.6429
C 2.1593 -0.0435 -5.0316
C 3.3133 0.1924 -5.7586
C 4.5144 0.3318 -5.0750
C 4.5657 0.2464 -3.6746
C 5.8379 0.3071 -3.0730
C 5.9826 0.1254 -1.7075
C 4.8493 -0.0305 -0.9383
C 3.5441 -0.0153 -1.4730
P 2.3293 0.0104 -0.0601
C 2.8785 -1.4395 0.8725
C 3.1877 -2.6072 0.1625
C 3.6264 -3.7299 0.8427
C 3.7510 -3.7036 2.2266
C 3.4121 -2.5579 2.9382
C 2.9622 -1.4302 2.2685
C 2.8841 1.5199 0.8014
C 3.9175 1.5681 1.7413
C 4.2766 2.7808 2.3072
C 3.6313 3.9520 1.9299
C 2.5975 3.9078 1.0031
C 2.2292 2.7010 0.4335
C 3.3754 0.0568 -2.8829
H 1.2281 -0.1967 -5.5625
H 3.2786 0.2475 -6.8385
H 5.4387 0.4822 -5.6192
H 6.7034 0.4752 -3.7024
H 6.9609 0.1256 -1.2469
H 4.9850 -0.1611 0.1238
H 3.0943 -2.6270 -0.9175
H 3.8778 -4.6280 0.2950
H 4.1253 -4.5718 2.7521
H 3.5116 -2.5348 4.0148
H 2.7311 -0.5353 2.8332
H 4.4530 0.6807 2.0481
H 5.0767 2.8071 3.0344
H 3.9457 4.8991 2.3473
H 2.0785 4.8152 0.7256
H 1.4219 2.6670 -0.2905
N -3.8468 6.3050 -1.1568
C -3.6612 5.5033 -0.1020
O -4.1969 5.6330 0.9769
C -2.7252 4.3065 -0.2618
C -2.2929 3.7585 -1.4631
C -1.5139 2.6120 -1.4325
N -1.1490 2.0090 -0.2979
C -1.5492 2.5540 0.8617
C -2.3303 3.6861 0.9193
H -4.4220 7.1246 -1.0217
H -3.3512 6.2293 -2.0262
H -2.5448 4.1739 -2.4289
H -1.1726 2.1743 -2.3617
H -1.2348 2.0633 1.7729
H -2.6485 4.0875 1.8718
*
```

Lowest unoccupied orbital energy (spin up / spin down)   -13.0 / -14.2 eV
Frontier orbital gap (spin up / spin down)   0.1909 / 0.1464 Eh
Energy above the lowest of the compared OMol25 structures with the same formula, charge and spin   9.6 kcal per mole
E_tot   -3098.51886 a.u.
Maximum force   1.6 eV/Å